Record 1
28
Properties=species:S:1:pos:R:3:lowdin_charge:R:1 method="wB97M-V/def2-TZVPD" max_force_ev_per_a=7.07 smiles="O=C(O)CCCCCCC(=O)NO" e_lumo_ha=0.002 e_tot_ev=-18215.1626 e_above_lowest_ev=4.661 homo_energy_ev=-9.6838
H -0.60321 2.35377 0.94343 0.083
C -0.09779 0.45652 1.58056 -0.192
H 2.78908 -0.63254 -1.93412 0.127
H 0.13394 0.66739 2.68432 0.141
C -1.65128 -1.04643 0.18091 -0.400
C 1.51594 0.97335 -1.20364 -0.238
C 2.01730 -0.53673 -1.16035 -0.085
H 0.64573 -0.24592 1.11913 0.091
H -4.61563 -0.97432 -0.26909 0.259
O -3.77012 -0.14073 -0.43226 -0.138
O -0.67095 -1.81386 -0.03180 -0.027
H 1.02004 -1.16947 -1.41604 0.147
H 1.68932 1.19710 -2.24507 0.104
C 0.28736 1.40382 -0.70633 -0.246
O 3.38017 -0.44658 0.67737 0.100
O 2.07776 -2.25416 0.48553 0.097
H -2.60681 -1.30983 -1.74517 0.212
H -1.91848 -0.91915 2.24396 0.156
C 0.20088 1.68232 0.80114 -0.217
C -1.56999 -0.15274 1.43513 -0.070
C 2.56895 -1.09987 0.06617 -0.614
H 0.16702 2.31284 -1.25052 0.114
H -0.52452 0.59815 -0.91472 0.134
H 1.15646 2.26542 1.13010 0.158
H -2.24757 0.79927 1.26218 0.139
N -2.85333 -1.15665 -0.64138 -0.093
H 2.31815 1.66665 -0.78761 0.145
H 1.16160 -2.47761 0.12815 0.114

***

Record 2
26
Properties=species:S:1:pos:R:3:lowdin_charge:R:1 method="wB97M-V/def2-TZVPD" max_force_ev_per_a=6.67 smiles="CSC(=S)N1[C@H](C)CC1(C)C" e_lumo_ha=0.019 e_tot_ev=-31697.4571 e_above_lowest_ev=0.000 homo_energy_ev=-8.4957
H -1.09620 -0.69509 -2.12361 0.054
H 0.41934 -0.44532 -2.96251 0.049
C -0.44619 1.89732 -0.41864 -0.046
C 1.28632 -3.41506 2.10228 -0.524
C -0.58471 1.06493 0.88081 -0.389
C -0.33876 -0.01382 -2.34083 -0.033
H 2.28404 0.17073 -1.72759 0.011
H 0.84201 -4.35453 2.59369 0.071
H 2.39564 0.83819 -0.12591 0.145
H 1.20394 -3.69949 1.04493 -0.061
C -1.88837 0.84058 1.56759 -0.070
H -1.68079 0.22358 2.52909 0.086
H 2.35586 -3.26730 2.40531 0.058
S 1.36789 -2.19889 -0.63504 0.786
H -2.42930 0.19470 0.92723 0.062
N -0.10814 -0.03936 0.07958 -0.123
C 0.52875 -1.38819 0.42199 -0.952
H 0.07243 2.90929 -0.23690 0.134
C 0.31727 0.65913 -1.09383 -0.538
H -1.40019 2.16599 -0.84105 0.097
S 0.31569 -1.96437 2.16533 0.805
C 1.77889 0.87645 -1.15161 -0.093
H 0.19623 1.49710 1.67253 0.172
H -2.47483 1.74663 1.84368 0.091
H -0.73792 0.83493 -3.02117 0.109
H 2.11497 1.80646 -1.68727 0.098

***

Record 3
36
Properties=species:S:1:pos:R:3:lowdin_charge:R:1 method="wB97M-V/def2-TZVPD" max_force_ev_per_a=5.38 e_lumo_ha=0.080 charge=-1 e_tot_ev=-33090.4521 e_above_lowest_ev=0.000 homo_energy_ev=-4.6045
O -10.17766 2.00930 -10.93720 -0.137
H -12.20898 2.04192 -5.93324 0.130
F -15.17220 3.20969 -9.13654 0.032
H -14.80657 6.43013 -8.52190 0.056
H -7.65522 2.39690 -9.97519 0.062
H -8.22517 3.93337 -9.38186 0.062
C -14.05490 7.19712 -8.70848 -0.050
H -10.59168 5.33895 -7.11310 0.103
C -11.32828 -0.63820 -9.07129 -0.079
C -13.16604 6.79336 -9.84917 -0.833
H -10.55107 2.22963 -5.67496 0.110
B -15.54558 1.93882 -8.95159 -1.495
C -9.71058 3.11390 -10.66294 -0.865
C -10.74768 0.88562 -7.25855 -0.152
H -10.71966 0.10304 -6.50034 0.124
H -11.57721 -1.60492 -8.63357 0.091
F -16.88294 1.79467 -9.14982 0.175
H -11.33066 4.65570 -5.70873 0.098
Ba -12.71536 2.76253 -9.59052 2.235
H -10.29205 -0.69317 -9.40493 0.090
H -11.80026 -0.45225 -10.03605 0.088
O -10.52045 3.99465 -10.56015 -0.158
H -7.69512 3.85803 -10.98926 0.067
H -9.74386 1.17693 -7.56772 0.128
H -14.67020 8.02326 -9.06484 0.060
C -8.24201 3.27361 -10.24935 -0.012
O -12.96646 5.58928 -9.91858 -0.176
O -11.58423 0.59759 -8.37929 -0.363
F -15.10642 1.52239 -7.70312 0.116
C -10.62781 4.43106 -6.51099 -0.120
H -9.60802 4.47975 -6.12921 0.094
O -12.77286 7.65350 -10.65053 -0.052
H -13.64943 7.43869 -7.72597 0.059
F -14.79299 1.25438 -9.90433 -0.024
C -11.28174 2.20236 -6.48334 -0.181
O -11.17461 3.39590 -7.25517 -0.281

***

Record 4
40
Properties=species:S:1:pos:R:3:lowdin_charge:R:1 method="wB97M-V/def2-TZVPD" max_force_ev_per_a=2.73 e_lumo_ha=0.103 charge=-2 e_tot_ev=-455022.9589 e_above_lowest_ev=0.966 homo_energy_ev=1.1307
H 24.35987 -25.27299 -8.49466 0.048
H 24.25205 -30.55580 -3.37346 0.050
Na 27.22867 -29.90909 -5.68294 0.273
H 22.40896 -27.94784 -5.71004 0.044
H 22.49646 -29.61815 -5.22210 0.027
Br 26.15079 -27.60099 -9.18022 0.679
H 24.84743 -32.09814 -2.81062 0.067
H 22.07742 -31.58445 -4.05315 0.029
C 24.12092 -31.62925 -3.46831 -0.663
H 20.77289 -30.28769 -6.85200 0.043
O 29.22522 -28.56572 -5.92680 -0.172
C 22.71028 -32.11227 -3.34187 -0.623
H 25.81069 -28.77103 -4.71141 -0.053
H 23.61050 -26.64706 -7.68494 0.023
Na 26.78158 -28.00089 -3.11014 0.506
C 21.27830 -29.34033 -6.99375 -0.637
H 24.37487 -26.44592 -10.57992 0.042
C 24.29366 -27.08815 -9.70680 -0.676
C 21.84021 -28.87134 -5.66089 -0.668
C 23.74944 -26.15649 -8.64595 -0.672
O 28.91765 -27.11686 -4.24771 -0.217
Br 24.79161 -32.04746 -5.27157 0.717
H 25.78802 -27.01122 -4.61318 -0.028
O 29.44127 -31.92456 -2.88322 -0.187
O 28.60162 -31.86147 -4.94355 -0.179
H 22.54364 -33.17577 -3.46121 0.048
H 20.69701 -28.57283 -7.48886 0.047
H 26.71066 -27.75852 -5.97335 -0.079
Br 21.98867 -25.45327 -9.24692 0.555
C 28.63088 -31.41320 -3.74392 -0.974
Br 20.33115 -28.58653 -4.42500 0.588
Br 22.14194 -31.70659 -1.43210 0.513
O 30.60506 -28.57977 -4.18967 -0.076
H 24.88152 -27.81146 -6.09515 -0.030
B 25.78726 -27.86672 -5.36002 -0.420
C 29.61096 -28.08636 -4.78939 -0.969
O 27.79779 -30.48472 -3.35538 -0.199
Na 28.02634 -26.25946 -6.46388 0.564
Br 22.79061 -29.80126 -8.17655 0.692
H 23.67199 -27.96668 -9.81212 -0.035

***

Record 5
31
Properties=species:S:1:pos:R:3:lowdin_charge:R:1 method="wB97M-V/def2-TZVPD" max_force_ev_per_a=2.93 smiles="N[C@@]1(C(=O)O)CCS[C@@H]1CCCB(O)O" e_lumo_ha=0.013 e_tot_ev=-29749.5147 e_above_lowest_ev=0.000 homo_energy_ev=-8.0896
H 4.02027 -0.96515 4.01516 0.114
H -3.68012 2.41105 0.09890 0.084
C 0.56513 0.21371 0.64953 -0.253
O -0.57916 2.14984 -2.33817 0.083
H 3.37440 -1.68320 0.37199 0.094
H 0.74456 -1.89023 0.96264 0.113
H 1.28511 -2.10094 3.70792 0.112
O 1.51828 -1.57664 2.93234 0.118
H 0.97655 1.06496 0.06718 0.129
O 3.93115 -0.93009 3.04162 0.147
H -2.75896 1.41052 -2.39637 0.131
H -2.21586 2.93056 -0.54316 0.049
H -3.64296 0.37609 -1.39281 0.118
H 0.08342 2.35322 -3.06380 0.162
C -0.93659 0.07582 0.29884 -0.466
C 1.22017 -1.09517 0.36454 -0.226
H 1.13619 -1.39915 -0.70497 0.112
B 2.75064 -1.20635 2.37624 -0.604
C 2.69982 -0.98994 0.79629 -0.064
H -2.16441 -1.57436 -2.43054 0.063
C -0.38921 0.82515 -2.04748 -0.467
S -1.79703 1.43631 1.13530 0.917
H -0.59599 -1.48904 -1.91920 0.060
C -2.70720 2.00988 -0.27951 -0.486
C -2.72642 0.95324 -1.38296 -0.170
H 0.63671 0.48741 1.70101 0.100
O 0.50138 0.19537 -2.57188 0.102
H 3.05124 0.03406 0.83049 0.109
N -1.55950 -1.25779 -1.72800 0.106
C -1.46220 0.14779 -1.24623 -0.409
H -1.27939 -0.91694 0.69509 0.120

***

Record 6
32
Properties=species:S:1:pos:R:3:lowdin_charge:R:1 method="wB97M-V/def2-TZVPD" max_force_ev_per_a=1.76 smiles=BrCCBr.ClCCCl.ClCCCl.ClCCCl e_lumo_ha=0.017 e_tot_ev=-223775.5082 homo_energy_ev=-10.1570
H -4.36805 1.81501 -1.02345 0.064
C -1.64664 1.35562 2.05173 -0.663
C 5.04260 -1.67344 -0.06710 -0.631
H 6.04482 -2.08842 0.03987 0.071
H -4.75675 0.26261 -3.04750 0.072
H -4.08985 2.71710 -2.59078 0.076
H 0.66015 -0.14154 -0.71636 -0.010
C -3.80077 1.88275 -1.95173 -0.646
C 0.47910 -2.18590 -0.15368 -0.633
H -0.65742 0.23167 3.74458 0.044
H -1.91251 2.35759 1.71487 0.055
Cl -1.69580 2.16344 4.65268 0.527
Cl 3.26850 0.37807 -0.58025 0.563
C -0.86084 1.23821 3.37905 -0.665
Br 0.65827 -1.93136 1.82470 0.590
Cl -3.21350 0.52871 2.24291 0.521
Cl -3.53292 -0.66986 -1.38929 0.574
H 0.07157 1.78681 3.24582 0.064
H -1.08300 0.85056 1.26729 0.023
C 4.96510 -0.14017 -0.31366 -0.597
C -3.79612 0.55711 -2.62493 -0.676
Br -0.19059 -1.14819 -2.75609 0.616
H -3.01327 0.47841 -3.37927 0.054
H 1.48770 -2.34275 -0.53608 0.030
H 5.17291 0.33401 0.64555 0.055
H -0.16742 -3.04115 -0.35027 0.063
H 4.47423 -2.20232 -0.83218 0.045
Cl -2.11935 2.20846 -1.49984 0.575
H 5.58690 0.25175 -1.11855 0.074
C -0.06279 -0.95213 -0.80797 -0.741
Cl 4.07514 -2.24056 1.31877 0.517
H -1.01939 -0.64012 -0.38884 -0.009

***

Record 7
51
Properties=species:S:1:pos:R:3:lowdin_charge:R:1 method="wB97M-V/def2-TZVPD" max_force_ev_per_a=2.55 e_lumo_ha=0.048 charge=-1 e_tot_ev=-112627.2557 e_above_lowest_ev=0.730 homo_energy_ev=-5.9454
H 0.07808 0.36650 -3.83515 0.060
O -2.25781 -0.71814 -0.79355 -0.157
H 0.41305 3.91559 -1.34159 0.113
O 1.78400 0.22945 0.80127 -0.457
H 1.80823 -1.14718 -2.18844 0.109
H -1.70227 -1.15781 -2.76128 0.120
F 4.65556 1.53629 2.90989 0.131
H -1.72316 2.07952 -3.18497 0.092
O -0.59076 -0.21074 1.86355 -0.474
C -1.00769 0.42398 4.39135 -0.647
O 1.12503 1.95853 -1.43896 -0.165
O 4.17970 -0.14401 0.33329 -0.347
O -1.97771 -1.80504 3.08428 -0.333
H -2.99840 -1.18443 -0.39103 0.124
F -1.35628 -4.73546 -1.25808 0.074
C 0.87072 3.18980 -0.66966 -0.154
H -1.99491 2.68613 0.45228 0.122
H -0.28841 4.13681 0.77727 0.128
H 1.84992 3.48433 -0.29343 0.116
O 1.11649 -3.65076 1.29639 -0.278
C 0.86081 -0.37164 -3.66942 -0.124
S -0.74381 -1.01889 3.09708 0.534
F -0.76523 -5.60186 0.60635 0.130
O 1.28496 -3.77448 -1.17245 -0.325
H -3.40094 -1.39932 -2.52289 0.133
O 0.94784 -0.71633 -2.28445 -0.212
O 0.09840 -1.95237 -0.15808 -0.499
C -1.05727 -4.43765 0.03346 -0.639
C -2.88078 0.67167 -2.54147 -0.203
O -1.16607 2.26864 0.20974 -0.152
H -3.69284 0.94907 -1.86581 0.123
S 3.11632 -0.11564 1.34444 0.523
H 1.77150 0.17927 -3.92219 0.086
O 3.13987 -1.24511 2.23734 -0.266
Ca -0.20298 0.23323 -0.36928 1.479
H -3.13061 0.76011 -3.60456 0.124
F -1.52348 -0.06775 5.49770 0.132
F -2.10469 -3.82677 0.55818 0.141
H 0.38190 2.75109 1.50479 0.123
F 3.35015 2.55460 1.54452 0.098
C 3.45881 1.47341 2.33043 -0.659
F -1.81366 1.39011 3.90258 0.085
F 0.15918 1.02011 4.65864 0.109
S 0.53013 -3.37345 0.00552 0.544
C -0.08088 3.08109 0.57133 -0.213
H 0.70585 -1.23031 -4.32142 0.089
O 0.43899 -1.67276 3.59766 -0.277
C -2.55843 -0.78875 -2.19327 -0.191
H 2.06276 2.00824 -1.64213 0.104
F 2.51900 1.53155 3.26500 0.122
O -1.68820 1.46753 -2.45080 -0.097

***

Record 8
40
Properties=species:S:1:pos:R:3:lowdin_charge:R:1 method="wB97M-V/def2-TZVPD" max_force_ev_per_a=2.30 smiles=ClCCl.ClCCl.ClCCl.ClCCl.ClCCl.ClCCl.ClCCl.ClCCl e_lumo_ha=0.012 e_tot_ev=-208914.0557 e_above_lowest_ev=0.760 homo_energy_ev=-10.8133
Cl -1.89005 -4.32422 -1.24839 0.504
Cl 4.08170 3.69127 0.95185 0.438
Cl -0.86801 -0.78448 -4.66543 0.440
Cl -2.42308 -0.55963 -1.06127 0.504
Cl -3.01780 1.06125 -4.95208 0.513
H 0.34112 -4.34253 -1.87414 0.029
H -1.03889 1.61204 0.17856 -0.034
Cl -4.04648 -2.12276 2.75799 0.513
H 3.04454 1.93060 -1.02084 -0.061
H -2.10393 -3.23747 2.39674 0.006
Cl 3.43024 -3.77109 3.51155 0.453
H -2.20149 -1.77219 1.35726 -0.070
Cl 2.63936 -1.02708 2.55325 0.478
H 1.36450 -2.64982 3.57354 -0.007
Cl -1.56026 2.35179 2.28580 0.549
H -1.26712 1.11434 -3.30013 -0.018
H -0.34770 -2.82189 -2.32239 -0.021
H -4.64270 -0.23126 -0.11933 0.011
H -0.34444 0.54497 1.23363 -0.009
H 1.94177 -3.22623 1.85919 -0.054
H 2.94632 3.04547 2.81534 -0.009
C -0.51225 1.61500 1.12431 -1.083
Cl 4.85505 4.23559 3.64707 0.558
Cl 0.30214 -2.66795 -0.09710 0.527
C -4.10622 0.13846 -0.97355 -0.957
Cl 1.05396 2.42538 0.93778 0.551
Cl 1.65054 0.30532 -2.09856 0.464
C -1.37077 0.92426 -4.35088 -0.991
C -0.31072 -3.54849 -1.54186 -0.952
H -0.65310 1.44776 -4.98108 0.025
H 2.88423 4.86311 2.46907 0.019
H -4.64295 -0.08917 -1.93433 0.053
C 3.47723 3.98892 2.64612 -1.019
C 2.83561 1.67828 -2.04287 -0.980
Cl -1.35333 -1.17701 3.44298 0.499
Cl -3.97276 1.83997 -0.73624 0.556
H 3.73854 1.36415 -2.57640 0.027
Cl 2.30884 3.11406 -2.95744 0.494
C 2.11100 -2.72420 2.79019 -0.973
C -2.33262 -2.21454 2.32212 -0.977